[1]
Below is a cluster of 3 separate species, C48H58BF3N3O12P2S in total at a distorted geometry, with properties calculated with ωB97M-V/def2-TZVPD.

```
! wB97M-V def2-TZVPD RIJCOSX def2/J DEFGRID3
* xyz 1 1
C -5.05278 -3.26535 -0.95603
C -5.96057 -2.03471 -0.73566
C -5.60025 -0.64787 -1.32795
C -4.14831 -0.28406 -1.78301
C -4.16067 1.26095 -1.55895
C -3.07782 2.17811 -2.16306
C -2.51308 3.22284 -1.17540
F -1.15824 2.91125 -0.96000
C -2.94798 -0.79171 -0.92592
C -3.20429 -0.98627 0.57457
C -2.05535 -0.49588 1.45803
O -1.85783 -1.08789 2.45829
N -1.29457 0.65467 1.10942
C -1.67938 1.80778 1.94853
C 0.16855 0.42750 1.16702
N -2.00951 -1.74135 -1.63592
F -0.79501 -1.03634 -1.43202
C -1.65985 -2.98193 -0.86664
C -0.49972 -3.88527 -1.33386
C 0.89376 -3.46292 -0.79915
C 2.01500 -4.43047 -1.21407
C 2.25001 -4.56992 -2.72841
N 3.34865 -3.72453 -3.23351
C -2.42972 -1.78563 -3.11223
C -2.52974 -3.20666 -3.74502
P -3.59152 -3.65691 -5.16595
O -4.83469 -4.20428 -4.66139
O -2.84064 -4.91277 -5.87673
O -3.90083 -2.59218 -6.31094
P -0.89848 -1.10571 -4.02567
O 0.42072 -1.93823 -3.62576
O -0.61493 0.42003 -3.69319
S -1.03238 -1.30617 -5.96573
C -3.71215 -0.88094 -3.21143
F -4.84798 -1.69716 -3.45533
B -3.90788 0.07453 -4.52645
O -3.04819 1.07918 -4.86842
O -5.00456 -0.08858 -5.35379
H -5.65828 -4.09458 -1.33638
H -4.66707 -3.62322 0.00818
H -4.23132 -3.14731 -1.66208
H -6.95516 -2.30644 -1.10549
H -6.11154 -1.93690 0.34746
H -5.84217 0.08309 -0.54638
H -6.32795 -0.40390 -2.10761
H -5.14641 1.62537 -1.87446
H -4.16147 1.41708 -0.46876
H -2.20998 1.60523 -2.50911
H -3.49277 2.71751 -3.01810
H -2.52617 4.23666 -1.58121
H -2.98429 3.15644 -0.18817
H -2.33587 0.12549 -0.86294
H -4.09686 -0.44153 0.90776
H -3.39264 -2.02324 0.86036
H -1.18907 1.76611 2.93292
H -2.76606 1.89684 2.05128
H -1.28812 2.70361 1.45167
H 0.46442 -0.46329 1.73588
H 0.54869 0.32741 0.14448
H 0.61128 1.28109 1.68484
H -1.27807 -2.63544 0.10147
H -2.51299 -3.61302 -0.61802
H -0.39549 -4.08123 -2.40150
H -0.68312 -4.86357 -0.86570
H 0.83587 -3.46851 0.29954
H 1.15785 -2.44971 -1.12436
H 2.97140 -4.11845 -0.77853
H 1.78329 -5.42533 -0.81182
H 2.55196 -5.60935 -2.91001
H 1.35171 -4.40832 -3.35044
H 3.17656 -2.73394 -3.07319
H 3.34541 -3.83443 -4.24569
H -2.75490 -3.98467 -3.00664
H -1.50843 -3.45455 -4.06980
H -1.91381 -4.68347 -6.07137
H -4.54386 -2.97910 -6.93072
H 0.83824 -2.28166 -4.43421
H -0.17310 0.85477 -4.44192
H -3.18600 1.39321 -5.77289
H -4.62888 -0.13707 -6.24727
C 0.77451 -2.49664 7.04396
C 0.34391 -2.31294 5.73310
C 1.26765 -2.24824 4.70409
C 2.62380 -2.35367 4.97851
C 3.05771 -2.51398 6.29484
C 2.12794 -2.59625 7.32444
C 4.51078 -2.58074 6.61112
O 4.88958 -2.72428 7.75418
C 5.48683 -2.45902 5.49413
C 6.84747 -2.46232 5.77405
C 7.76681 -2.36283 4.74279
C 7.33107 -2.26844 3.42474
C 5.97597 -2.25931 3.13987
C 5.04902 -2.34503 4.17204
C 3.59799 -2.29929 3.85629
O 3.21164 -2.21363 2.70411
H 0.05194 -2.55634 7.84788
H -0.71310 -2.22208 5.51580
H 0.93200 -2.10977 3.68465
H 2.46197 -2.73359 8.34436
H 7.18872 -2.53887 6.79795
H 8.82645 -2.36056 4.96397
H 8.05161 -2.19777 2.61991
H 5.63862 -2.18116 2.11489
C 0.43624 5.33234 -1.53977
C 1.45291 4.38216 -1.51629
C 2.52953 4.53842 -0.66140
C 2.60223 5.65232 0.16803
C 1.59500 6.61600 0.12722
C 0.50710 6.44592 -0.72175
C 1.67834 7.83917 0.97216
O 0.79803 8.67408 0.93817
C 2.86539 8.01683 1.84971
C 2.98961 9.17749 2.60358
C 4.08408 9.34890 3.43473
C 5.05607 8.35703 3.52380
C 4.94036 7.20047 2.77087
C 3.85128 7.02959 1.92494
C 3.75706 5.79876 1.09629
O 4.60417 4.93189 1.16874
H -0.40955 5.20408 -2.20287
H 1.40107 3.51732 -2.16571
H 3.31728 3.79666 -0.63973
H -0.28098 7.18738 -0.74433
H 2.23344 9.94861 2.53834
H 4.18148 10.25607 4.01729
H 5.90712 8.49022 4.17939
H 5.69923 6.43218 2.83756
*
```

Computed properties:
orbital gap	0.29182	Ha
calculated total energy	-117995.645	eV
E_LUMO	-3.2	eV

---

[2]
Below is a structure of composition C48H58BMnN9OS3 at a distorted geometry, with properties calculated with ωB97M-V/def2-TZVPD.

```
! wB97M-V def2-TZVPD RIJCOSX def2/J DEFGRID3
* xyz 0 6
Mn 0.75230 -0.10157 0.17905
C -0.96921 -3.06351 -4.34033
C 0.12638 -2.56198 -3.45717
C 1.46372 -2.45015 -3.75067
C 2.06261 -1.92710 -2.60138
N 1.12187 -1.67184 -1.66195
N -0.05401 -2.12117 -2.20706
B -1.38873 -2.37273 -1.48785
N -1.21436 -2.59053 0.04815
N -0.45975 -1.86680 0.92836
C -0.77914 -2.29214 2.15721
C -1.71774 -3.32063 2.06772
C -1.95968 -3.49107 0.72382
C -2.86327 -4.52267 0.12994
C -0.15556 -1.82115 3.45037
C 0.07477 -0.31317 3.46272
C 1.17416 -2.57544 3.62208
C -1.08562 -2.15618 4.62151
N -2.39023 -1.26547 -1.92731
N -2.01013 0.03317 -2.07703
C -3.00991 0.65315 -2.69232
C -4.06493 -0.24849 -2.93523
C -3.62829 -1.45754 -2.45266
C -4.35505 -2.76207 -2.53211
C -3.01977 2.09691 -3.15439
C -4.17514 2.83003 -2.45735
C -3.25153 2.10834 -4.67412
C -1.70087 2.81876 -2.86427
C 3.55705 -1.84853 -2.40143
C 3.89977 -2.59795 -1.11100
C 4.27573 -2.52221 -3.57284
C 4.00249 -0.40282 -2.32972
H -0.61412 -3.07431 -5.36950
H -1.85353 -2.42650 -4.27755
H -1.26489 -4.08169 -4.07360
H 1.94388 -2.74071 -4.67027
H -1.82609 -3.40910 -1.89488
H -2.16845 -3.87870 2.87211
H -3.11471 -5.25017 0.89920
H -2.38659 -5.03900 -0.70203
H -3.78866 -4.08508 -0.23670
H 0.68871 0.01796 2.63076
H 0.59558 -0.01871 4.37383
H -0.87641 0.22079 3.43597
H 1.84382 -2.35351 2.78730
H 0.99585 -3.65329 3.63285
H 1.65768 -2.29975 4.56406
H -2.08949 -1.76377 4.44203
H -0.69757 -1.69493 5.53256
H -1.15166 -3.23265 4.79382
H -5.01460 -0.05956 -3.41150
H -5.21003 -2.64497 -3.19520
H -4.72788 -3.07146 -1.55686
H -3.71957 -3.55945 -2.91867
H -5.13904 2.40695 -2.75088
H -4.17237 3.89210 -2.72100
H -4.08590 2.73928 -1.37291
H -4.12943 1.52324 -4.94751
H -2.38490 1.68479 -5.18718
H -3.39721 3.13415 -5.02387
H -1.69782 3.22492 -1.85152
H -1.56842 3.65305 -3.55736
H -0.85627 2.13626 -2.96668
H 3.57916 -3.64132 -1.19142
H 3.38761 -2.14698 -0.26415
H 4.97616 -2.57604 -0.92972
H 3.94343 -3.55468 -3.70494
H 5.35049 -2.52653 -3.38068
H 4.09968 -1.97768 -4.50450
H 3.78232 0.11284 -3.27020
H 5.07469 -0.33330 -2.13838
H 3.47492 0.08383 -1.52829
C -4.37850 1.71023 2.63068
C -3.51736 2.78849 2.45092
C -2.33778 2.63913 1.74904
C -1.97536 1.37510 1.25310
C -2.87347 0.30931 1.39127
C -4.05844 0.47731 2.07819
N -0.82179 1.07829 0.53632
N 0.16940 1.82657 0.27224
C 0.52299 2.93246 1.10845
C 0.84162 4.14689 0.52768
C 1.18718 5.19104 1.36926
C 1.18572 4.98278 2.73746
C 0.82037 3.72891 3.21168
N 0.49345 2.72063 2.41516
H -5.30381 1.84517 3.17676
H -3.77025 3.75903 2.85899
H -1.71960 3.50515 1.57802
H -2.61336 -0.64224 0.94240
H -4.73668 -0.36090 2.17797
H 0.78502 4.27445 -0.54533
H 1.45747 6.15617 0.95955
H 1.46748 5.76900 3.42394
H 0.79134 3.51239 4.27482
O 2.55498 0.25360 0.94582
C 3.71642 0.89758 1.35478
C 3.64523 1.18171 2.88535
C 3.16061 0.28406 3.78448
C 3.23851 0.70660 5.13859
C 3.81139 1.93129 5.26032
S 4.24380 2.57014 3.73174
C 3.96369 2.17616 0.50913
C 3.26343 2.55477 -0.59531
C 3.75157 3.72923 -1.23019
C 4.83051 4.24942 -0.59496
S 5.25262 3.31387 0.77154
C 4.90458 -0.10157 1.23162
C 4.92234 -1.36079 1.75059
C 6.13812 -2.06003 1.52830
C 7.04183 -1.31562 0.83903
S 6.41414 0.23014 0.45725
H 2.75589 -0.66562 3.47758
H 2.88732 0.11835 5.97670
H 4.01180 2.50165 6.15557
H 2.41036 2.01549 -0.96608
H 3.31240 4.15865 -2.12165
H 5.40454 5.13113 -0.83934
H 4.08654 -1.79094 2.28591
H 6.32231 -3.07255 1.86376
H 8.04702 -1.57582 0.54152
*
```

Computed properties:
orbital gap (spin up / spin down)	0.23460 / 0.22948	Ha
<S²>	8.851
calculated total energy	-130680.187	eV
E_LUMO (spin up / spin down)	-1.5 / -1.6	eV

---

[3]
Below is a structure of composition C48H59N11O2S at a distorted geometry, with properties calculated with ωB97M-V/def2-TZVPD.

```
! wB97M-V def2-TZVPD RIJCOSX def2/J DEFGRID3
* xyz 0 1
C -3.48212 -1.53277 -4.48941
C -3.66567 -2.38615 -3.16602
O -2.46410 -3.13482 -2.80755
C -1.72570 -2.22316 -1.98243
O -1.01292 -1.43418 -2.54750
C -1.96664 -2.32259 -0.44434
C -0.72492 -1.94382 0.46534
C 0.69068 -2.35974 -0.11088
C 1.53884 -1.18508 -0.72430
C 2.74391 -1.51673 -1.62803
C 3.52178 -0.45779 -2.23783
C 3.21736 1.00018 -2.05551
N 3.83329 2.13571 -2.58697
S 2.95802 3.38663 -1.93814
N 1.77698 2.69829 -0.97597
C 2.05231 1.34153 -1.14438
C 1.24403 0.22545 -0.51185
H -4.40650 -1.44109 -5.11312
H -3.09866 -0.52087 -4.15964
H -2.61132 -1.99286 -5.04879
H -3.91680 -1.66245 -2.32999
H -4.54498 -3.06956 -3.31669
H -2.42037 -3.32589 -0.19357
H -2.78292 -1.56840 -0.20604
H -0.85751 -2.52777 1.42758
H -0.81792 -0.86485 0.75123
H 1.28157 -2.82888 0.73197
H 0.58159 -3.18220 -0.88277
H 3.01852 -2.58257 -1.83367
H 4.38935 -0.71869 -2.89092
H 0.39713 0.55257 0.13703
N 0.48693 6.48684 -2.41904
C 0.66263 7.71391 -2.99888
C 1.46953 8.45871 -2.17658
C 1.79810 7.64797 -1.05998
C 1.17989 6.43707 -1.23929
H -0.06532 5.73705 -2.80074
H 0.19848 7.95072 -3.94297
H 1.78940 9.47302 -2.35756
H 2.41820 7.92123 -0.22038
H 1.17143 5.54604 -0.63064
N -2.27991 1.71847 -5.10766
C -2.09824 2.94446 -5.68726
C -1.29175 3.68509 -4.86317
C -0.97016 2.87190 -3.74495
C -1.59136 1.66411 -3.92524
H -2.83290 0.97189 -5.49160
H -2.55828 3.18292 -6.63286
H -0.96701 4.69874 -5.04397
H -0.35060 3.14299 -2.90273
H -1.60356 0.77339 -3.31643
N 1.82741 -5.38145 -2.81005
C 3.05774 -5.79644 -3.24820
C 3.42398 -6.89063 -2.50300
C 2.37356 -7.14501 -1.58287
C 1.40813 -6.19936 -1.80462
H 1.31308 -4.59563 -3.17175
H 3.56416 -5.27857 -4.04719
H 4.34384 -7.44468 -2.60635
H 2.33194 -7.93040 -0.84444
H 0.45415 -6.03709 -1.32764
N -6.54426 -0.67521 1.20870
C -5.67417 -0.35595 0.20037
C -4.91352 0.70644 0.61945
C -5.33727 1.03756 1.93303
C -6.34101 0.16746 2.27018
H -7.22605 -1.41363 1.17534
H -5.67324 -0.90991 -0.72527
H -4.13772 1.19185 0.04669
H -4.94910 1.82411 2.55925
H -6.92841 0.07480 3.17036
N -6.09922 -2.31480 4.80542
C -5.26641 -2.39377 5.88844
C -6.04106 -2.37567 7.02007
C -7.39404 -2.28798 6.60447
C -7.39862 -2.25491 5.23360
H -5.80303 -2.30292 3.84425
H -4.19745 -2.45432 5.76031
H -5.67639 -2.42155 8.03433
H -8.26604 -2.25364 7.23885
H -8.21166 -2.19291 4.52736
N 3.65178 0.76562 -5.46058
C 2.99213 1.17167 -6.58769
C 3.17606 0.21622 -7.55533
C 3.97350 -0.80927 -6.98862
C 4.24900 -0.44377 -5.69505
H 3.68933 1.28123 -4.59204
H 2.45069 2.10426 -6.60460
H 2.78042 0.25022 -8.55858
H 4.30772 -1.71355 -7.47348
H 4.81791 -0.93827 -4.92548
N 2.68468 -1.04202 3.06783
C 2.50703 -0.85018 4.40595
C 2.94842 -1.97501 5.06113
C 3.41674 -2.87992 4.06840
C 3.23977 -2.26922 2.85264
H 2.44315 -0.38010 2.34770
H 2.08077 0.06821 4.77912
H 2.93615 -2.13057 6.12909
H 3.83235 -3.86253 4.22822
H 3.46075 -2.60484 1.85147
N -2.11724 3.14099 2.92419
C -0.88528 2.71559 2.51009
C -0.53088 1.63673 3.28039
C -1.59196 1.39953 4.19087
C -2.55680 2.34090 3.94460
H -2.62249 3.91994 2.53786
H -0.36810 3.21582 1.70599
H 0.38896 1.07834 3.19766
H -1.64279 0.62503 4.94044
H -3.51609 2.51158 4.40649
N 5.42389 0.58513 5.86536
C 5.62038 1.78933 5.24660
C 6.44250 2.54588 6.04293
C 6.75867 1.76560 7.18373
C 6.11797 0.56047 7.04404
H 4.85587 -0.16769 5.50764
H 5.15822 2.00398 4.29608
H 6.78015 3.54807 5.82893
H 7.38549 2.05423 8.01320
H 6.09521 -0.30970 7.68063
*
```

Computed properties:
orbital gap	0.24993	Ha
calculated total energy	-82049.750	eV
E_LUMO	-1.2	eV

---

[4]
Below is a structure of composition C48H60AsHgN4O3SSi at a distorted geometry, with properties calculated with ωB97M-V/def2-TZVPD.

```
! wB97M-V def2-TZVPD RIJCOSX def2/J DEFGRID3
* xyz 0 2
Hg 0.36022 0.11183 -0.00523
C 1.96464 -1.55555 2.11378
N 1.81491 -0.08703 1.94829
C 1.48192 0.61714 3.20272
C 0.05745 1.09517 3.39756
C -0.49636 1.14976 4.67001
C -1.75278 1.70193 4.83170
C -2.42263 2.18517 3.71515
C -1.79955 2.08694 2.48728
N -0.57983 1.56572 2.33514
C 3.05961 0.49280 1.41512
C 3.40359 -0.00292 0.03545
C 4.69464 -0.37872 -0.30923
C 4.93579 -0.81388 -1.60235
C 3.88132 -0.87236 -2.50102
C 2.63227 -0.44589 -2.07642
N 2.40820 -0.00439 -0.84427
C 0.84641 -2.51399 1.60825
C 0.49923 -5.09460 1.32934
C -0.33271 -5.13941 0.28197
C -0.56328 -4.10094 -0.68479
C -0.20914 -2.79058 -0.61534
N 0.42414 -2.05331 0.32972
H 2.15974 -1.77124 3.16713
H 2.85421 -1.86118 1.56617
H 2.08066 1.53005 3.22692
H 1.77731 0.02418 4.07266
H 0.04317 0.73385 5.51124
H -2.20824 1.74880 5.81228
H -3.41137 2.61628 3.79089
H -2.28217 2.43102 1.58070
H 3.89846 0.30072 2.09702
H 2.92855 1.57542 1.34425
H 5.48844 -0.33838 0.42623
H 5.93332 -1.11168 -1.90019
H 4.02253 -1.23662 -3.50925
H 1.77577 -0.44691 -2.74342
H 0.57842 -5.95446 1.98558
H -0.90306 -6.05175 0.13222
H -1.11792 -4.38039 -1.57234
H -0.46398 -2.20140 -1.49330
C -1.14188 -5.04130 6.72259
C -2.20227 -4.91510 5.83858
C -2.07789 -4.14327 4.69025
C -0.87997 -3.49599 4.38657
C 0.14972 -3.57215 5.32786
C 0.03478 -4.34998 6.46864
As -0.71898 -2.17697 2.93914
C 1.51332 -3.99163 1.57183
C 2.23139 -4.30442 2.85632
C 3.58171 -4.38995 2.96415
C 4.41976 -4.24911 1.83583
C 3.82575 -4.11216 0.56106
C 2.47959 -4.01516 0.41087
C -2.27981 -2.56889 1.83083
C -2.82731 -3.82936 1.60078
C -3.93820 -3.98109 0.78635
C -4.49577 -2.87922 0.14984
C -3.95667 -1.61991 0.35869
C -2.87298 -1.47028 1.21442
H -1.23603 -5.65356 7.60999
H -3.14065 -5.41567 6.04451
H -2.93252 -4.03629 4.04001
H 1.05868 -3.00010 5.17541
H 0.85929 -4.40718 7.16889
H 1.60673 -4.50069 3.71470
H 4.02414 -4.59767 3.93261
H 5.49440 -4.32564 1.93620
H 4.45365 -4.12389 -0.32304
H 2.04459 -3.96149 -0.57839
H -2.37130 -4.70218 2.04566
H -4.35939 -4.96709 0.63297
H -5.35129 -3.00421 -0.50329
H -4.37452 -0.75465 -0.14134
H -2.48716 -0.47708 1.41329
C -3.69687 4.60502 -3.94548
C -3.45315 3.46255 -2.96553
C -4.36639 3.58788 -1.75279
C -3.67647 2.12524 -3.66293
O -2.11510 3.61635 -2.48150
Si -0.71341 2.80187 -2.62483
S -0.83895 0.80104 -1.95333
O 0.38927 3.59680 -1.71624
C 0.63994 5.01079 -1.61507
C 0.43897 5.71138 -2.95741
C 2.08964 5.14250 -1.16886
C -0.29187 5.60961 -0.56625
O -0.35483 2.82673 -4.22100
C 0.67392 2.21334 -5.00737
C 1.97564 2.12185 -4.21505
C 0.22102 0.82609 -5.45227
C 0.85358 3.11327 -6.22233
H -4.72695 4.58487 -4.30695
H -3.01969 4.51151 -4.79685
H -3.51248 5.56393 -3.45739
H -5.41222 3.46250 -2.03981
H -4.24259 4.56797 -1.28783
H -4.10567 2.82145 -1.01952
H -4.69083 2.08574 -4.06264
H -3.53332 1.29427 -2.97202
H -2.96818 2.00756 -4.48701
H 1.05371 5.24240 -3.72835
H 0.72277 6.76173 -2.87446
H -0.60488 5.65212 -3.27153
H 2.75562 4.71815 -1.92261
H 2.24043 4.60289 -0.23192
H 2.34659 6.19291 -1.02067
H -1.32925 5.43136 -0.85305
H -0.12378 6.68472 -0.47765
H -0.11051 5.14541 0.40230
H 1.83735 1.50026 -3.32629
H 2.29536 3.11426 -3.89037
H 2.76281 1.68398 -4.83183
H -0.00726 0.20977 -4.58313
H 1.00351 0.34552 -6.04333
H -0.68258 0.90357 -6.06105
H 1.18991 4.10512 -5.91358
H -0.09710 3.21987 -6.74697
H 1.58948 2.68794 -6.90760
*
```

Computed properties:
energy relative to the best compared isomer or geometry (same formula, charge and spin)	52.8	kcal/mol
orbital gap (spin up / spin down)	0.23884 / 0.22449	Ha
<S²>	0.788
calculated total energy	-146581.425	eV
E_LUMO (spin up / spin down)	0.3 / -0.2	eV